{"formula": "C30H50ClF5IrOP2Si2", "method": "the ωB97M-V functional and the def2-TZVPD basis", "spin_multiplicity": 6, "orbital_gap_ha": [0.1882, 0.1644], "total_energy_ha": -3573.6930, "species": ["Ir", "C", "C", "C", "Si", "C", "C", "Si", "H", "H", "H", "Cl", "C", "C", "C", "C", "H", "H", "H", "H", "H", "H", "H", "H", "H", "H", "H", "H", "C", "C", "P", "H", "H", "P", "H", "H", "C", "C", "C", "C", "C", "H", "C", "H", "H", "H", "H", "H", "H", "H", "C", "C", "H", "H", "H", "H", "H", "H", "H", "C", "C", "H", "H", "H", "H", "H", "H", "C", "C", "H", "H", "H", "H", "H", "H", "H", "C", "H", "H", "H", "F", "C", "C", "F", "C", "F", "C", "O", "C", "F", "C", "F"], "coordinates": [[0.261, 0.419, -0.647], [2.015, 0.014, -1.837], [1.176, -1.205, -1.914], [-0.073, -0.770, -2.449], [1.836, -2.875, -1.388], [-0.060, 0.637, -2.713], [1.281, 1.146, -2.327], [1.957, 2.865, -2.090], [3.051, 0.045, -1.492], [-0.961, -1.396, -2.580], [-0.862, 1.213, -3.132], [-2.060, 0.143, -0.019], [3.768, 2.795, -1.710], [1.599, 3.860, -3.626], [3.651, -2.787, -0.976], [1.564, -4.128, -2.746], [2.235, 3.464, -4.427], [1.880, 4.909, -3.439], [0.554, 3.815, -3.944], [4.003, 2.046, -0.936], [4.083, 3.790, -1.340], [4.334, 2.568, -2.624], [2.249, -3.866, -3.567], [0.540, -4.138, -3.137], [1.824, -5.130, -2.381], [4.233, -2.723, -1.907], [3.939, -3.700, -0.435], [3.878, -1.914, -0.347], [1.107, 3.610, -0.570], [0.956, -3.427, 0.202], [-0.496, 2.747, -0.376], [0.988, 4.682, -0.687], [1.708, 3.404, 0.308], [-0.760, -2.813, 0.257], [1.498, -2.978, 1.049], [0.999, -4.520, 0.299], [-1.462, -3.461, 1.864], [-1.677, -3.843, -1.020], [-1.590, 3.484, -1.733], [-1.293, 3.529, 1.112], [-1.381, 2.539, 2.283], [-2.336, 3.758, 0.797], [-0.631, 4.822, 1.615], [0.391, 4.628, 1.942], [-1.202, 5.202, 2.472], [-0.616, 5.612, 0.863], [-1.797, 1.582, 1.962], [-2.036, 2.959, 3.061], [-0.395, 2.371, 2.713], [-1.099, 3.148, -2.660], [-1.637, 5.017, -1.717], [-3.009, 2.919, -1.685], [-0.659, 5.491, -1.833], [-2.109, 5.396, -0.805], [-2.263, 5.340, -2.561], [-3.017, 1.825, -1.699], [-3.552, 3.287, -2.565], [-3.547, 3.262, -0.789], [-1.157, -3.610, -1.964], [-3.127, -3.336, -1.108], [-1.613, -5.347, -0.757], [-0.590, -5.743, -0.776], [-2.180, -5.860, -1.555], [-2.083, -5.607, 0.198], [-3.166, -2.255, -1.277], [-3.685, -3.570, -0.186], [-3.620, -3.847, -1.946], [-1.654, -2.242, 2.776], [-0.628, -4.539, 2.563], [-2.460, -3.870, 1.614], [0.357, -4.143, 2.844], [-0.491, -5.432, 1.941], [-1.153, -4.842, 3.484], [-0.693, -1.899, 3.175], [-2.302, -2.491, 3.624], [-2.095, -1.397, 2.234], [-4.581, -0.011, 0.545], [-4.594, 1.045, 0.880], [-4.410, -0.842, 1.271], [-4.813, -0.248, -0.501], [4.437, -0.130, 5.315], [3.480, 0.002, 4.379], [2.141, 0.073, 4.745], [1.823, 0.027, 6.046], [1.137, 0.181, 3.781], [-0.150, 0.246, 4.173], [1.439, 0.221, 2.390], [0.459, 0.271, 1.523], [2.820, 0.186, 2.081], [3.252, 0.276, 0.788], [3.803, 0.066, 3.041], [5.113, -0.003, 2.691]], "atomic_forces_ev_per_a": [[-1.145, 0.955, 4.978], [0.130, -1.657, -0.985], [2.188, 0.310, -0.772], [-0.734, -0.575, -1.616], [-0.128, 0.540, -0.196], [1.422, -0.488, -0.869], [0.390, -0.134, -1.574], [-0.427, -0.038, -0.018], [-0.525, -0.088, -0.150], [0.381, 0.240, -0.087], [-0.141, -0.010, -0.119], [-0.578, -1.327, 0.107], [0.468, 0.139, -0.062], [0.404, 0.363, 0.123], [0.050, 0.090, -0.088], [0.113, -0.096, -0.029], [-0.173, 0.152, 0.002], [-0.145, -0.213, -0.256], [0.126, 0.026, 0.027], [-0.072, 0.321, -0.257], [-0.026, -0.446, -0.150], [0.032, 0.020, 0.290], [-0.240, -0.158, 0.132], [0.244, -0.038, 0.033], [-0.068, 0.071, -0.191], [-0.016, -0.004, 0.311], [0.050, 0.221, -0.136], [-0.012, -0.274, -0.143], [-0.511, -0.132, -0.821], [-0.002, 0.600, -0.137], [-0.559, 1.616, 0.364], [0.071, 0.266, 0.136], [0.155, -0.100, 0.256], [-0.053, -1.809, 0.336], [-0.135, -0.066, -0.172], [-0.202, 0.173, 0.098], [-0.411, 0.752, 0.160], [0.120, 1.021, -0.129], [0.748, -0.065, 0.301], [-0.463, 0.092, 0.500], [-0.447, 0.167, -0.022], [0.612, -0.096, 0.132], [-0.336, -0.030, -0.166], [-0.020, 0.048, 0.030], [0.149, -0.086, -0.075], [0.098, -0.034, 0.008], [0.206, 0.173, 0.202], [0.212, -0.051, -0.103], [-0.001, -0.066, 0.036], [-0.252, 0.225, 0.138], [-0.194, -0.097, -0.353], [-0.029, -0.010, -0.211], [-0.083, -0.100, 0.044], [0.082, -0.080, -0.100], [0.139, 0.065, 0.165], [-0.044, 0.186, 0.028], [-0.024, -0.068, 0.183], [0.122, -0.144, -0.248], [-0.245, -0.115, 0.206], [0.049, -0.226, -0.128], [-0.005, -0.172, -0.163], [-0.222, 0.112, 0.042], [0.216, 0.198, 0.303], [0.092, 0.019, -0.159], [-0.012, -0.154, 0.075], [0.139, 0.106, -0.315], [-0.007, 0.137, 0.233], [-0.187, 0.169, 0.268], [-0.023, -0.053, -0.120], [0.429, 0.208, -0.030], [-0.231, -0.150, -0.028], [0.030, 0.178, 0.173], [0.185, 0.135, -0.289], [-0.151, -0.067, -0.112], [0.133, -0.009, -0.074], [0.087, -0.180, 0.174], [-1.200, -0.154, 0.617], [0.024, -1.056, -0.241], [-0.191, 1.008, -0.776], [0.127, 0.146, 0.664], [-0.205, 0.046, -0.197], [-0.176, -0.006, 0.333], [-0.418, 0.026, -0.234], [-0.018, -0.003, -0.143], [0.770, -0.011, 0.011], [0.376, -0.052, -0.022], [-0.493, -0.205, -0.169], [0.946, -0.136, 0.964], [0.053, 0.040, -0.339], [-0.373, -0.063, 0.530], [0.736, -0.051, 0.048], [-0.748, 0.081, 0.013]], "mulliken_charge": [1.79, -0.85, -0.01, -0.41, -0.13, 0.10, -0.43, 0.22, 0.84, 0.22, 0.73, -0.46, -1.07, -1.10, -0.99, -1.09, 0.37, 0.33, 0.33, 0.16, 0.33, 0.30, 0.36, 0.35, 0.35, 0.30, 0.36, 0.14, -1.52, -1.17, 0.41, 0.91, 0.44, 0.33, 0.36, 0.80, 0.76, 0.86, 1.37, 0.84, -1.64, 0.31, -1.75, 0.33, 0.44, 0.35, 0.16, 0.58, 0.22, -0.32, -1.62, -1.63, 0.31, 0.28, 0.48, 0.33, 0.50, 0.29, -0.13, -1.48, -1.53, 0.29, 0.47, 0.28, 0.26, 0.30, 0.50, -1.50, -1.65, 0.57, 0.30, 0.34, 0.44, 0.18, 0.59, 0.15, -1.11, 0.33, 0.32, 0.37, -0.32, 0.58, 0.40, -0.32, -0.40, -0.43, 0.67, -0.22, -0.94, -0.22, 0.21, -0.33]}